Entry 1:
{
  "formula": "CH6NO2",
  "method": "the ωB97M-V functional and the def2-TZVPD basis",
  "homo_lumo_gap_ev": 10.3,
  "e_lumo_ev": -4.3,
  "homo_energy_ev": -14.58,
  "charge": 1,
  "max_force_ev_per_a": 2.82,
  "elements": ["O", "O", "N", "C", "H", "H", "H", "H", "H", "H"],
  "positions_angstrom": [[-0.3664, 2.0735, -0.9145], [-0.6223, 0.0761, 0.1995], [1.4515, -2.3711, 1.0775], [-0.8969, 0.8577, -0.6770], [2.4424, -2.5783, 1.2542], [-1.7697, 0.6286, -1.3763], [1.0651, -2.8175, 0.1635], [-0.9580, 2.7865, -0.6114], [1.3891, -1.3571, 0.9854], [0.8161, -2.8556, 1.7499]]
}

Entry 2:
{
  "formula": "C7H17BN2O4",
  "method": "the ωB97M-V functional and the def2-TZVPD basis",
  "smiles": "NC[C@](N)(CCCCB(O)O)C(=O)O",
  "homo_lumo_gap_ev": 9.6,
  "e_lumo_ev": 0.4,
  "homo_energy_ev": -9.18,
  "max_force_ev_per_a": 2.08,
  "elements": ["O", "O", "O", "O", "N", "N", "C", "C", "C", "C", "C", "C", "C", "B", "H", "H", "H", "H", "H", "H", "H", "H", "H", "H", "H", "H", "H", "H", "H", "H", "H"],
  "positions_angstrom": [[-2.9897, 1.5996, 2.9561], [-1.0377, -1.7531, 0.8977], [-1.8444, 3.5264, 2.0554], [0.9363, -0.7793, 1.5686], [2.4869, -1.5462, -2.2642], [-0.1049, -2.6138, -1.3852], [0.1109, -0.1328, -1.4693], [2.1143, -1.5888, -0.8756], [0.5474, 1.1875, -0.7632], [0.0895, -1.3647, 0.6636], [-0.6061, 1.9628, -0.1477], [0.5566, -1.4567, -0.7761], [-1.1680, 1.2990, 1.1140], [-2.1217, 2.1846, 2.0189], [-0.1979, 2.9348, 0.1924], [3.4847, -1.5436, -2.4161], [-3.0315, 0.6358, 2.8053], [1.3094, 0.9847, 0.0072], [-1.4133, 2.2078, -0.8664], [2.5946, -0.7842, -0.3053], [0.2734, -3.4862, -1.0302], [1.0829, 1.8527, -1.4558], [-1.0890, -2.5685, -1.1111], [2.0495, -2.3158, -2.7560], [-0.3725, 1.0659, 1.7905], [-2.3726, 3.8212, 2.8330], [-1.6891, 0.3723, 0.8545], [2.3788, -2.5760, -0.5009], [0.4820, -0.8190, 2.4296], [0.5035, -0.1814, -2.4989], [-0.9620, -0.1249, -1.5650]]
}

Entry 3:
{
  "formula": "H3O4PSi",
  "method": "the ωB97M-V functional and the def2-TZVPD basis",
  "homo_lumo_gap_ev": [7.7, 3.8],
  "e_lumo_ev": [6.7, 5.9],
  "homo_energy_ev": [-1.02, 2.15],
  "charge": -2,
  "max_force_ev_per_a": 3.91,
  "elements": ["P", "Si", "O", "O", "O", "O", "H", "H", "H"],
  "positions_angstrom": [[2.2249, -0.1018, 0.7065], [-2.8028, 0.2146, 0.0326], [3.6538, 0.2223, 1.0871], [2.1369, 0.5243, -0.9682], [1.8578, -1.5970, 0.4804], [-4.1289, -0.5304, 0.3143], [-1.4082, -0.2834, 0.0219], [-2.7586, 1.4919, -0.6400], [1.2252, 0.0595, -1.0346]]
}

The calculation returns the following ΔE to the lowest compared entry with this formula, charge and spin values, one per record and in order: 105.0; 27.9; 273.8 kJ/mol.